(1)
Computed, not measured: 16 unconnected molecules or ions with the total composition C21H59F3I2N2O22P in a non-equilibrium geometry, with ωB97M-V/def2-TZVPD.

Values from the calculation:
Net charge: -1
Maximum force, hartree/bohr: 0.0832
LUMO, eV: 1.25
Gap between HOMO and LUMO, eV: 6.685
E_tot, eV: -104400.5199

Element x y z (Å)
C: -1.591 3.125 5.126
C: -0.309 2.304 5.134
O: 0.827 3.101 4.697
C: 1.893 2.235 4.523
O: 2.509 1.849 5.498
C: 2.297 1.814 3.126
C: 1.425 0.603 2.623
C: 0.268 1.211 1.816
C: -0.847 0.215 1.452
C: -2.063 1.112 0.946
F: -1.695 2.336 0.499
F: -2.885 1.383 1.984
F: -2.863 0.512 0.041
O: -1.282 -0.260 2.708
P: -2.158 -1.798 2.586
C: -0.685 -2.565 3.540
C: -1.074 -3.413 4.772
N: -0.699 -4.845 4.694
O: -3.030 -1.283 4.114
N: -2.448 -0.348 4.896
O: -2.782 -0.485 6.037
C: -3.297 -3.364 2.598
I: -5.271 -3.055 3.460
C: -3.083 -4.611 2.176
C: -4.111 -5.740 2.297
I: -1.272 -5.170 1.258
O: -1.512 -2.012 0.978
C: -0.488 -1.112 0.703
C: 0.062 -1.105 -0.727
O: -0.744 -0.497 -1.735
C: -0.538 0.831 -1.959
C: -1.618 1.527 -2.432
C: -1.560 2.884 -2.726
C: -0.404 3.594 -2.583
C: 0.791 2.849 -2.073
C: 0.667 1.528 -1.801
H: -1.974 3.272 4.110
H: -1.433 4.111 5.577
H: -2.339 2.559 5.691
H: -0.411 1.453 4.448
H: -0.161 1.877 6.134
H: 2.075 2.666 2.462
H: 3.364 1.621 3.024
H: 2.101 -0.024 2.035
H: 1.100 0.089 3.533
H: -0.189 1.979 2.455
H: 0.699 1.751 0.963
H: -3.245 -1.170 1.916
H: -0.173 -1.683 3.936
H: 0.045 -3.038 2.877
H: -0.520 -3.009 5.638
H: -2.130 -3.360 5.050
H: -1.410 -5.416 5.140
H: 0.204 -5.020 5.113
H: -3.643 -6.673 1.962
H: -4.373 -5.894 3.349
H: -4.978 -5.466 1.693
H: 0.400 -1.464 1.277
H: 1.093 -0.744 -0.678
H: 0.136 -2.164 -1.012
H: -2.570 1.028 -2.596
H: -2.431 3.437 -3.073
H: -0.386 4.651 -2.827
H: 1.710 3.409 -1.936
H: 1.555 1.002 -1.456
O: -2.833 -7.190 5.729
H: -3.699 -6.949 5.383
H: -2.458 -7.758 5.048
O: 0.112 4.877 0.307
H: -0.308 5.736 0.434
H: -0.545 4.242 0.611
O: -4.675 -1.831 -0.148
H: -5.559 -1.648 0.186
H: -4.274 -0.963 -0.250
O: -2.628 -4.536 -1.881
H: -3.089 -4.246 -2.674
H: -2.827 -3.845 -1.233
O: 1.632 3.335 -5.318
H: 1.490 4.258 -5.075
H: 1.429 2.862 -4.507
O: 1.408 1.492 -8.144
H: 2.282 1.597 -8.535
H: 1.512 1.836 -7.246
O: 4.566 -0.510 2.264
H: 5.442 -0.430 1.866
H: 4.693 -0.211 3.170
O: 4.203 -0.003 -8.671
H: 4.094 -0.938 -8.468
H: 4.339 0.019 -9.626
O: -0.987 0.325 -9.899
H: -0.204 0.353 -9.333
H: -0.748 0.871 -10.652
O: 2.430 -5.773 3.099
H: 1.544 -5.583 3.435
H: 2.843 -4.906 3.030
O: 4.592 1.102 -5.917
H: 4.618 0.455 -6.633
H: 4.266 1.905 -6.336
O: 1.096 6.034 -6.612
H: 1.124 5.364 -7.303
H: 0.775 6.825 -7.056
O: -2.294 6.812 0.855
H: -2.715 7.667 0.982
H: -2.950 6.176 1.162
O: 7.488 -1.500 1.662
H: 8.313 -1.184 1.280
H: 7.668 -2.418 1.890
O: 5.122 1.536 -11.140
H: 5.127 2.365 -11.627
H: 6.039 1.243 -11.161

Atomic forces in eV per Å
C 0.2483 -0.0420 -0.2422
C -0.6869 -0.2679 0.0349
O 0.0670 -0.9524 -0.5271
C 1.4285 -0.0639 1.3016
O -0.5826 0.1951 -0.7798
C -0.9680 0.7674 -0.7370
C 0.6029 1.1694 0.3627
C 0.4656 -0.4584 -0.0295
C -0.6164 0.5819 1.1145
C -0.3580 -0.6775 1.0228
F -0.0428 -0.2815 -0.6182
F 0.1575 0.2420 -0.1941
F 0.4164 0.4011 -0.4558
O 0.1680 -0.2554 -1.3380
P -0.6651 1.2432 -0.5927
C -0.8118 0.3888 0.7519
C 1.0755 -0.5920 0.5266
N -0.3626 0.0903 -0.4548
O 1.1188 -0.0060 0.6017
N -0.3719 -0.7538 0.3959
O -0.0356 0.3595 -0.1808
C 0.4204 -0.5492 0.2008
I 0.3933 0.0040 -0.4385
C -0.7112 0.2234 0.4981
C 1.2813 -0.0785 -0.2731
I -0.1144 -0.2776 -0.0410
O 0.0138 -0.2140 -0.3158
C 0.7298 0.5290 0.6296
C -0.4890 -1.0979 0.2944
O 0.7412 0.1114 0.4728
C -0.4692 0.3763 -0.3555
C -1.1157 0.0365 -0.4711
C 0.0274 0.4736 -0.2395
C 2.6719 -1.4600 1.1119
C -2.7616 2.8947 -1.5145
C 0.9503 -1.2361 0.4905
H 0.1119 -0.0397 0.1317
H -0.0249 -0.2148 0.0765
H 0.0462 0.1968 -0.0901
H -0.1903 0.1165 0.1888
H 0.3885 0.3335 -0.1461
H 0.1581 -0.1568 0.1153
H -0.1346 -0.1078 0.5174
H -0.3378 -0.1233 0.0726
H -0.1727 -0.3797 -0.5002
H -0.0427 -0.1474 -0.2261
H -0.2114 -0.2409 -0.0483
H 0.1172 0.1043 0.4483
H -0.1287 -0.1150 -0.0995
H -0.3915 -0.2742 0.0534
H -0.3529 0.2524 -0.1789
H 0.0838 0.1741 -0.3909
H 0.3275 -0.0852 0.0314
H -0.1857 0.0163 0.2643
H -0.3555 0.1675 -0.2111
H -0.2362 0.2584 -0.1958
H -0.0692 -0.3422 0.1898
H -0.0301 0.2935 -0.1793
H -0.2383 0.2970 -0.2080
H -0.0886 0.2132 -0.0020
H 0.2532 -0.1915 0.1976
H -0.0781 -0.3918 0.0074
H 0.2811 -0.1243 0.2064
H -0.0149 -0.2760 0.0938
H -0.1624 0.0533 -0.0123
O -0.0529 -0.0920 -0.0542
H 0.0206 0.0825 0.0328
H 0.0497 0.0622 -0.0101
O 0.0653 0.1392 0.0963
H -0.0944 -0.0474 0.0475
H 0.0512 -0.0592 -0.0782
O -0.2597 -0.0960 -0.3287
H 0.0407 -0.0891 0.1190
H 0.2136 -0.0229 0.1374
O -0.1214 0.1435 -0.1158
H 0.0023 0.0225 0.0194
H 0.0700 -0.0622 0.0909
O 0.1748 0.1094 -0.2296
H -0.0502 0.0468 -0.2022
H -0.1124 -0.2547 0.2052
O 0.0667 0.1707 -0.0703
H 0.0410 -0.2515 0.0391
H -0.1764 0.0441 0.0838
O 0.1219 0.1216 -0.0100
H 0.0263 -0.2139 0.0172
H -0.0647 -0.0611 0.0226
O 0.0754 -0.2877 -0.1466
H -0.1628 0.0376 0.0338
H 0.0389 0.2882 0.0202
O 0.1380 -0.1046 -0.0673
H -0.0652 0.1676 0.1341
H -0.0251 0.0264 0.0248
O 0.0017 0.0799 0.1596
H -0.1482 -0.0425 -0.1875
H -0.0206 -0.0025 -0.0438
O 0.0848 -0.1257 0.0428
H -0.0132 0.2744 -0.0224
H -0.0647 -0.0049 0.0624
O 0.0409 0.0012 -0.1231
H -0.0239 -0.0957 0.1074
H -0.0126 0.0209 0.0798
O -0.1081 0.0251 0.0232
H 0.0750 0.0240 -0.0103
H 0.0812 -0.0763 -0.0209
O 0.1446 0.0491 -0.0303
H -0.0439 0.0535 -0.0159
H -0.1478 -0.0083 0.0298
O 0.1318 -0.0911 -0.0584
H -0.1159 0.0019 0.0274
H -0.0083 0.0072 0.0515



(2)
Computed, not measured: 8 unconnected molecules or ions with the total composition C56H87F4I2N2O19P2S in a non-equilibrium geometry, with ωB97M-V/def2-TZVPD.

Values from the calculation:
Net charge: -1
Maximum force, hartree/bohr: 0.0643
LUMO, eV: 1.52
Gap between HOMO and LUMO, eV: 6.020
Energy relative to the best compared isomer or geometry (same formula, charge and spin), kcal/mol: 0.0
E_tot, eV: -157852.4746

Element x y z (Å)
C: 7.079 -3.459 2.319
C: 6.618 -2.568 1.144
C: 5.587 -1.536 1.639
C: 5.945 -0.108 1.185
C: 4.985 0.950 1.784
C: 4.296 1.898 0.782
P: 2.734 1.287 -0.113
N: 2.414 0.056 1.194
C: 1.821 0.521 2.172
S: 1.963 0.541 3.840
C: 2.806 2.612 -1.576
I: 3.838 4.481 -1.142
C: 1.447 3.004 -2.204
C: 0.727 4.274 -1.690
I: 1.925 3.576 -4.315
P: 1.247 2.360 1.111
O: -0.296 2.316 0.566
O: 1.686 3.818 1.735
O: 3.839 0.317 -1.054
C: 3.320 -0.943 -1.365
C: 4.077 -1.793 -2.388
F: 3.372 -2.887 -2.780
F: 5.165 -2.305 -1.723
C: 4.644 -1.111 -3.652
F: 5.682 -1.894 -4.109
F: 5.157 0.108 -3.430
C: 1.747 -0.820 -1.446
C: 1.118 -2.066 -0.704
C: 0.046 -1.742 0.359
C: -1.409 -2.108 0.023
N: -1.606 -3.423 -0.590
C: -2.784 -3.475 -1.470
C: -3.980 -2.713 -0.945
C: -4.203 -1.440 -1.407
C: -5.213 -0.638 -0.953
C: -6.067 -1.123 0.013
C: -5.880 -2.401 0.461
C: -4.849 -3.194 0.004
O: -4.661 -4.455 0.509
C: 1.132 -0.943 -2.873
C: -0.402 -0.748 -2.830
C: 1.679 0.074 -3.900
C: 1.627 -0.520 -5.323
O: 1.416 0.420 -0.917
H: 6.206 -3.975 2.729
H: 7.512 -2.838 3.107
H: 7.822 -4.197 2.002
H: 7.521 -2.040 0.816
H: 6.270 -3.191 0.319
H: 5.671 -1.512 2.734
H: 4.546 -1.792 1.421
H: 6.955 0.049 1.587
H: 6.050 -0.029 0.100
H: 5.660 1.612 2.349
H: 4.369 0.496 2.560
H: 5.024 2.030 -0.018
H: 4.132 2.835 1.317
H: 3.410 2.146 -2.345
H: 0.716 2.215 -2.332
H: -0.347 4.140 -1.866
H: 0.996 5.164 -2.252
H: 0.859 4.484 -0.627
H: -0.878 2.530 1.312
H: 1.976 3.761 2.657
H: 3.525 -1.512 -0.444
H: 3.909 -1.115 -4.457
H: 1.891 -2.659 -0.207
H: 0.672 -2.759 -1.421
H: 0.026 -0.703 0.683
H: 0.298 -2.317 1.258
H: -1.844 -1.288 -0.546
H: -1.941 -2.106 0.988
H: -1.747 -4.096 0.154
H: -3.081 -4.528 -1.540
H: -2.519 -3.168 -2.485
H: -3.498 -1.066 -2.144
H: -5.284 0.367 -1.352
H: -6.847 -0.472 0.392
H: -6.578 -2.769 1.212
H: -5.346 -4.613 1.169
H: 1.286 -1.936 -3.301
H: -0.756 -0.331 -3.779
H: -0.901 -1.708 -2.695
H: -0.691 -0.030 -2.058
H: 0.969 0.902 -3.936
H: 2.650 0.513 -3.658
H: 2.148 -1.488 -5.351
H: 2.023 0.155 -6.075
H: 0.577 -0.768 -5.503
O: 0.012 -4.599 2.990
C: 0.620 -4.369 3.998
O: 1.196 -5.349 4.746
C: 1.756 -4.776 5.943
C: 1.971 -3.306 5.624
C: 0.836 -3.019 4.651
H: 1.045 -4.925 6.760
H: 2.683 -5.292 6.187
H: 1.971 -2.675 6.500
H: 2.929 -3.175 5.116
H: -0.080 -2.727 5.168
H: 1.108 -2.267 3.914
O: -7.478 1.381 0.913
C: -7.739 1.859 1.980
O: -8.024 3.173 2.148
C: -8.190 3.462 3.548
C: -8.530 2.129 4.194
C: -7.762 1.145 3.315
H: -7.256 3.881 3.927
H: -8.981 4.199 3.671
H: -8.264 2.083 5.248
H: -9.601 1.937 4.109
H: -6.735 1.004 3.654
H: -8.267 0.187 3.232
O: -1.753 -7.444 -3.172
C: -0.607 -7.225 -2.906
O: 0.377 -8.147 -3.070
C: 1.621 -7.629 -2.565
C: 1.461 -6.118 -2.579
C: -0.032 -5.954 -2.316
H: 1.774 -8.021 -1.556
H: 2.436 -7.968 -3.201
H: 2.096 -5.610 -1.856
H: 1.704 -5.728 -3.569
H: -0.257 -5.924 -1.249
H: -0.438 -5.075 -2.809
O: 1.470 -0.646 6.569
C: 0.895 0.224 7.149
O: 1.511 1.092 7.995
C: 0.538 1.949 8.611
C: -0.664 1.924 7.680
C: -0.590 0.515 7.102
H: 0.304 1.551 9.603
H: 0.958 2.946 8.723
H: -1.603 2.150 8.183
H: -0.527 2.655 6.881
H: -1.111 -0.214 7.726
H: -0.957 0.469 6.080
O: -0.992 7.532 4.644
C: -0.814 7.243 3.493
O: -0.884 5.979 3.029
C: -0.513 5.943 1.632
C: -0.751 7.354 1.125
C: -0.449 8.191 2.365
H: 0.526 5.633 1.558
H: -1.131 5.215 1.109
H: -0.142 7.606 0.259
H: -1.800 7.477 0.846
H: 0.611 8.438 2.444
H: -1.051 9.094 2.411
O: 1.143 1.857 -9.243
C: 1.205 0.668 -9.336
O: 1.123 -0.169 -8.271
C: 1.340 -1.524 -8.692
C: 1.017 -1.539 -10.178
C: 1.426 -0.134 -10.606
H: 2.381 -1.787 -8.489
H: 0.694 -2.186 -8.120
H: 1.526 -2.335 -10.720
H: -0.057 -1.669 -10.322
H: 2.481 -0.078 -10.877
H: 0.808 0.246 -11.415
O: -2.475 5.006 0.234
C: -3.604 4.758 -0.080
O: -4.564 4.427 0.815
C: -5.786 4.083 0.128
C: -5.679 4.757 -1.231
C: -4.173 4.720 -1.486
H: -5.846 2.998 0.049
H: -6.633 4.439 0.704
H: -6.273 4.267 -2.000
H: -6.012 5.795 -1.158
H: -3.860 3.792 -1.966
H: -3.832 5.576 -2.063

Atomic forces in eV per Å
C -0.3988 0.0010 -0.4633
C 0.3943 -0.1378 0.8241
C 0.5388 0.2519 -0.1461
C -0.2957 -0.4245 0.2935
C 1.1802 0.2737 0.0922
C -0.4670 -0.4129 0.6302
P 1.5463 -1.2032 -2.2419
N 0.3355 -0.1329 0.1614
C 1.0455 1.8440 0.0946
S -0.8350 -0.3361 0.1195
C -1.0902 0.0115 0.0902
I 0.1692 -0.1405 -0.1398
C 0.6084 1.5438 -0.4556
C -0.7543 -0.3219 -0.0726
I -0.2358 -0.1661 -0.0889
P -0.0913 -1.7603 2.7963
O 0.3830 1.0619 0.0565
O -0.5131 0.0336 -0.7814
O -0.3689 -0.4311 -0.5823
C -0.8067 -0.1499 1.7240
C 1.1386 0.9708 0.3267
F -0.2881 0.1224 -0.1009
F -0.0096 0.1394 -0.0446
C 0.2411 -0.9685 -0.5294
F -0.1430 0.0780 0.0020
F -0.2142 0.0198 0.1078
C -0.4112 -1.8889 -1.0154
C -0.2071 0.5038 0.7904
C -0.2334 -0.7864 0.3549
C 0.3583 0.2151 0.8805
N -0.1964 0.3032 -0.3978
C -0.2349 -1.0532 0.5953
C 0.5714 -0.2399 -0.7446
C 0.6796 0.3839 -0.7692
C 0.0119 0.7761 -0.2399
C -0.3487 0.7982 -0.2300
C -0.8251 -0.3387 0.8797
C -0.0166 -0.6160 0.4677
O 0.0285 0.0218 -0.0839
C 0.0009 1.1949 -0.6038
C 0.1639 -0.1015 -0.1649
C -0.4977 -0.1608 -0.3882
C 0.0408 -0.3011 1.0247
O 0.1397 0.8660 -0.7419
H 0.1852 -0.0934 0.1067
H -0.0110 -0.0711 -0.0127
H -0.0682 -0.0024 0.0813
H -0.2025 0.0482 -0.3015
H -0.0826 0.1551 -0.0024
H -0.2393 -0.0440 -0.0338
H 0.1007 -0.0208 -0.1490
H -0.0587 0.1632 -0.0849
H -0.2826 -0.0645 0.0213
H -0.2271 0.0811 0.0184
H -0.3208 0.0821 -0.3164
H -0.1525 0.4673 -0.0192
H -0.0531 0.0922 -0.3263
H 0.2043 0.0588 0.1392
H 0.4566 -0.3697 0.2224
H 0.0764 -0.0225 0.1317
H 0.2792 0.0188 0.2291
H 0.1164 -0.1885 -0.0646
H -0.1499 -0.0983 -0.1316
H -0.1519 -0.3905 0.0209
H -0.3613 -0.3782 -0.2871
H -0.0214 0.3924 0.1629
H 0.1061 0.2561 -0.0454
H 0.0223 0.1446 -0.0802
H 0.2531 0.0124 -0.2715
H 0.0583 0.0765 -0.0581
H -0.0540 -0.3645 -0.3381
H -0.0495 0.2949 -0.1174
H 0.1202 0.0139 -0.0294
H 0.1724 0.0641 -0.1326
H -0.1040 0.2990 0.1315
H -0.1378 0.0781 -0.0322
H -0.2355 0.0038 0.1298
H 0.1167 -0.4427 -0.0183
H 0.1881 -0.2169 -0.0256
H 0.0923 -0.0773 -0.0245
H 0.3233 -0.0566 0.3803
H 0.0488 -0.1404 -0.0078
H -0.1389 0.1716 0.2567
H 0.0375 -0.1685 0.0858
H 0.3148 0.1652 0.1535
H -0.0075 -0.1779 0.0617
H 0.1151 0.1527 -0.1539
H -0.1556 -0.0157 -0.0428
H 0.0843 0.1793 -0.4255
O 0.1000 -0.2862 0.0074
C -0.3353 0.3819 -0.0145
O -0.0116 -0.0501 -0.0849
C 0.1302 0.1212 0.0438
C 0.0715 -0.1718 -0.0172
C 0.5326 -0.2693 0.0473
H -0.0285 -0.0067 -0.0283
H -0.0785 -0.1667 -0.1086
H 0.0013 -0.0368 0.0498
H -0.0183 0.0224 -0.0013
H -0.0317 0.0676 -0.0922
H -0.2517 0.0945 0.0043
O -0.3257 0.5462 -0.0022
C 0.2982 -0.3124 0.0101
O -0.1476 -0.1324 0.0727
C -0.0243 0.1024 0.2565
C 0.0174 -0.1597 0.0996
C -0.4477 0.2881 0.2294
H 0.0171 -0.0189 -0.0364
H 0.0368 0.0495 -0.1989
H 0.0471 0.0662 -0.0242
H 0.0086 0.0285 0.0043
H 0.0153 -0.0787 -0.0822
H 0.2336 -0.1041 -0.1266
O 0.0940 -0.2168 -0.1718
C -0.2643 0.2456 0.3058
O -0.0355 0.0018 -0.0708
C 0.1941 0.0886 0.0411
C 0.0152 0.1761 0.1017
C 0.5159 -0.1064 -0.3577
H -0.0357 0.0134 0.0045
H -0.1187 -0.1518 -0.0514
H -0.0045 -0.0403 0.0129
H 0.0330 -0.0161 0.0124
H -0.1213 0.1085 -0.0301
H -0.2663 -0.0052 0.2237
O 0.1365 0.3000 0.4852
C -0.1957 -0.3291 -0.1660
O -0.0163 0.0093 -0.0270
C -0.0868 0.1457 0.0344
C -0.2011 -0.0058 -0.0513
C -0.0250 0.5872 -0.0024
H -0.0031 -0.0235 -0.0104
H 0.1652 -0.0817 -0.0116
H 0.0500 -0.0044 0.0700
H 0.0207 -0.0071 0.0145
H 0.0163 -0.0638 -0.0595
H 0.0916 -0.2679 -0.0138
O -0.1510 -0.0937 0.1465
C 0.2620 -0.0216 0.0389
O -0.0692 0.3189 0.2351
C 0.5158 -0.1856 -0.3632
C 0.0769 0.0918 0.0309
C -0.3402 -0.2093 -0.4298
H 0.1155 0.3021 0.1314
H 0.9326 0.4512 0.9482
H 0.0512 -0.0740 0.0159
H -0.0307 -0.0445 -0.0138
H -0.0198 0.0521 0.0796
H 0.1620 0.1086 0.2384
O -0.1224 -0.0488 0.1771
C 0.2668 0.2219 -0.1896
O -0.1257 0.0731 -0.3464
C -0.0073 -0.2028 0.0112
C 0.0432 -0.0319 -0.1925
C -0.3348 -0.4414 0.1284
H 0.0005 0.0200 -0.0028
H 0.0142 0.1388 0.1524
H 0.0361 -0.0066 0.0712
H 0.0108 -0.0171 0.0284
H -0.0147 0.1002 -0.0320
H 0.1772 0.2184 -0.0221
O -1.4831 -0.3685 -0.7250
C -0.2980 -0.3598 -0.3726
O 0.2688 0.1639 -0.0984
C -0.1282 0.0105 -0.2531
C 0.0882 0.0236 -0.1529
C -0.5063 0.2573 0.1817
H 0.0274 0.0020 0.0135
H 0.1225 -0.0040 0.1601
H 0.0141 -0.0658 0.0618
H -0.0128 -0.0209 0.0092
H 0.1231 0.0336 -0.0029
H 0.2687 -0.1319 -0.0394